A 2-piece molecular cluster, C2H9NO2 overall, computed with ωB97M-V with the def2-TZVPD basis set.

XYZ file:
```
14
Properties=species:S:1:pos:R:3:forces:R:3
C 2.177944 1.290594 -1.128871 0.3415 -0.5912 1.2247
O 1.749745 0.215875 -0.286915 0.9646 0.4973 1.2401
H 3.238106 1.173997 -1.389750 -0.3814 -0.4500 -0.8366
H 1.439099 1.351651 -1.920662 0.4715 0.7466 -0.3998
H 2.271819 2.159440 -0.460876 -0.8468 0.0671 -0.4062
H 1.296718 -0.490545 -0.725061 -0.2813 -0.1627 -0.8009
N -1.764128 -1.641392 0.203512 0.1851 0.0893 1.5499
C -1.515028 -0.502888 1.052068 0.5731 0.1116 -0.9467
O -0.888304 0.557960 0.332011 -1.7224 0.3618 -0.9883
H -2.451119 -1.395498 -0.479350 0.1225 -0.2802 -0.6396
H -0.956390 -2.162842 -0.092605 -0.0920 0.1681 -0.4087
H -2.518063 -0.178755 1.318358 0.1395 0.3077 0.5531
H -0.862779 -0.700129 1.902108 -0.4307 -0.5457 0.1914
H -0.047761 0.868548 0.625778 0.9568 -0.3196 0.6676
```
Positions in Å, forces in eV/Å.

Computed properties:
HOMO-LUMO gap: 10.3483 eV
DFT total energy: -286.78708 Ha
Net charge: 0
Energy relative to the best compared isomer or geometry (same formula, charge and spin): 19.6 kcal/mol
SMILES: NCO.CO
HOMO energy: -9.45 eV



A 2-piece molecular cluster, C2H9NO2Si overall, computed with ωB97M-V with the def2-TZVPD basis set.

XYZ file:
```
15
Properties=species:S:1:pos:R:3:forces:R:3
C 2.412452 -0.307663 1.226087 -0.7773 -1.2236 -0.1366
C -2.103057 -1.134020 -1.215085 1.9290 -1.7775 -0.8181
N -0.764730 1.593040 0.748474 1.2633 -0.9683 0.2612
O 1.083221 -0.492336 0.866014 -1.4294 0.9564 -1.5608
O -0.806347 -0.984639 -0.627108 -1.2607 0.6630 0.1182
Si -0.008096 0.284682 -0.054593 2.0170 0.7354 -0.9410
H 2.537874 -1.215777 1.735378 1.3904 -1.2023 0.8709
H 2.475041 0.457015 1.912086 0.4528 1.9739 1.5064
H 3.113150 -0.191837 0.439099 0.4168 0.1292 -1.0218
H -2.533255 -0.284653 -1.640121 -0.6011 1.8294 -0.1804
H -2.759146 -1.674591 -0.580776 -0.5891 -0.1281 0.9340
H -1.911264 -1.786052 -2.060693 -0.1857 -0.2185 -0.2583
H -1.634813 1.801888 0.329031 -0.8774 1.0097 -0.2070
H -0.155995 2.381746 1.012346 -0.8696 -0.5145 -0.4446
H 1.054963 1.553199 -2.090138 -0.8790 -1.2641 1.8778
```
Positions in Å, forces in eV/Å.

Computed properties:
HOMO-LUMO gap (spin up / spin down): 8.4170 / 8.4175 eV
DFT total energy: -576.28307 Ha
Net charge: 0
Energy relative to the best compared isomer or geometry (same formula, charge and spin): 97.8 kcal/mol
HOMO energy (spin up / spin down): -7.89 / -7.89 eV